[1]
{
  "formula": "C25H28IO10PtSSb",
  "method": "ωB97M-V/def2-TZVPD",
  "species": ["Pt", "O", "C", "O", "C", "C", "C", "C", "C", "O", "C", "C", "O", "O", "H", "H", "H", "H", "H", "H", "H", "H", "C", "Sb", "C", "C", "H", "H", "H", "H", "H", "H", "H", "H", "H", "C", "C", "C", "C", "C", "C", "C", "S", "O", "O", "O", "H", "H", "H", "H", "H", "H", "H", "I", "C", "C", "C", "C", "C", "C", "C", "O", "O", "H", "H", "H", "H"],
  "positions_angstrom": [[0.17046, 0.00897, -0.19517], [-1.58822, -0.24453, -3.91192], [-1.12992, -0.61266, -2.85126], [-0.29893, 0.09669, -2.14977], [-1.46936, -2.03223, -2.38817], [-2.46007, -2.09525, -1.20178], [-3.08702, -3.49621, -1.15617], [-1.90877, -4.33211, -0.58515], [-0.83587, -3.24550, -0.41798], [-1.60187, -2.10832, -0.06208], [-0.28227, -2.88871, -1.83111], [1.11696, -2.29519, -1.89505], [1.91035, -2.62688, -2.72350], [1.58493, -1.43359, -0.87622], [-1.91031, -2.50261, -3.26382], [-3.14220, -1.25176, -1.14216], [-3.94606, -3.50846, -0.48794], [-3.41219, -3.83406, -2.13870], [-2.15832, -4.75094, 0.38816], [-1.59474, -5.14549, -1.23850], [-0.08785, -3.42819, 0.35191], [-0.15725, -3.78743, -2.43322], [3.25826, -2.56908, 2.43537], [3.02737, -2.20938, 0.36165], [4.82810, -2.03020, -0.68547], [2.47725, -4.22784, -0.03669], [4.13302, -3.22011, 2.49436], [2.37711, -3.08914, 2.80285], [3.42241, -1.65707, 2.99529], [5.39499, -2.94638, -0.52331], [5.37304, -1.16915, -0.31309], [4.59943, -1.91944, -1.74316], [3.35260, -4.78276, 0.30903], [2.31438, -4.44767, -1.08726], [1.62144, -4.54044, 0.55823], [0.69376, 5.20164, -1.69073], [1.16767, 4.07641, -0.81741], [0.91769, 4.08062, 0.55061], [1.32015, 3.02610, 1.35422], [1.96446, 1.94983, 0.76925], [2.28543, 1.95085, -0.58863], [1.88141, 3.01285, -1.37023], [2.39592, 0.54687, 1.72912], [2.63152, 0.94531, 3.07780], [3.55616, -0.07234, 0.99163], [1.30845, -0.51744, 1.57518], [-0.19714, 5.66897, -1.27340], [0.45448, 4.84160, -2.68999], [1.46371, 5.97078, -1.78402], [0.37555, 4.90595, 0.99524], [1.10086, 3.02153, 2.41323], [2.88210, 1.15056, -1.00088], [2.09576, 3.00591, -2.43093], [-6.03209, 4.77698, 4.10133], [-4.65919, 3.81150, 2.85827], [-4.01473, 2.66973, 3.31157], [-3.09610, 2.03873, 2.48635], [-2.83004, 2.54098, 1.21802], [-3.48932, 3.68057, 0.77571], [-4.40392, 4.32444, 1.59412], [-1.84005, 1.88640, 0.30546], [-1.15134, 0.90996, 0.87984], [-1.67742, 2.23087, -0.84558], [-4.22697, 2.27701, 4.29620], [-2.57355, 1.15300, 2.82083], [-3.27694, 4.04540, -0.22052], [-4.91719, 5.21154, 1.25017]],
  "nbo_charge": [1.0898, -0.6089, 0.7908, -0.7465, -0.3424, 0.0825, -0.4260, -0.4316, 0.0954, -0.5142, -0.3699, 0.8595, -0.5514, -0.8703, 0.2443, 0.2303, 0.2220, 0.2147, 0.2210, 0.2093, 0.1971, 0.2488, -0.9706, 2.1936, -1.0153, -1.0625, 0.2364, 0.2485, 0.2635, 0.2441, 0.2662, 0.2721, 0.2413, 0.2592, 0.2419, -0.6342, 0.0301, -0.1709, -0.1700, -0.4030, -0.1604, -0.1996, 2.4024, -0.9057, -1.0151, -0.9963, 0.2225, 0.2308, 0.2225, 0.2127, 0.2401, 0.2321, 0.2229, 0.1385, -0.1370, -0.2591, -0.1556, -0.1612, -0.1509, -0.2582, 0.7599, -0.7127, -0.6156, 0.2245, 0.2374, 0.2408, 0.2252],
  "energy_ev": -75572.6579,
  "homo_lumo_gap_ev": 6.877,
  "homo_energy_ev": -7.9,
  "e_above_lowest_kcal_mol": 35.45
}



[2]
{
  "formula": "C25H28N2O6",
  "method": "ωB97M-V/def2-TZVPD",
  "species": ["C", "O", "C", "O", "C", "C", "C", "C", "C", "N", "C", "O", "C", "C", "C", "O", "C", "C", "C", "C", "C", "N", "C", "O", "C", "C", "C", "O", "C", "C", "C", "C", "C", "H", "H", "H", "H", "H", "H", "H", "H", "H", "H", "H", "H", "H", "H", "H", "H", "H", "H", "H", "H", "H", "H", "H", "H", "H", "H", "H", "H"],
  "positions_angstrom": [[1.92620, 3.88456, 2.80712], [1.63941, 3.50440, 1.46608], [2.16726, 2.35309, 1.06491], [2.87964, 1.66151, 1.74358], [1.84700, 2.03484, -0.39231], [0.59479, 2.69149, -0.98401], [-0.68924, 2.50489, -0.17527], [-1.93310, 2.83607, -1.00116], [-2.29603, 1.74394, -2.01025], [-2.72559, 0.52786, -1.35017], [-1.90969, -0.56291, -1.15601], [-0.77514, -0.64866, -1.55848], [-2.69758, -1.60285, -0.39375], [-4.10498, -1.01422, -0.25410], [-4.01453, 0.36016, -0.87907], [-4.88194, 1.18729, -0.97486], [-4.30732, -0.92910, 1.28428], [-4.33719, -2.36230, 1.75628], [-3.10707, -2.84663, 1.64228], [-2.23506, -1.74726, 1.08629], [-2.89838, -0.52592, 1.73042], [1.87831, 0.59246, -0.55244], [2.70847, 0.01082, -1.49339], [3.36272, 0.63735, -2.28560], [2.65401, -1.48239, -1.30471], [1.69214, -1.69962, -0.13595], [1.25419, -0.31494, 0.27792], [0.50952, -0.02734, 1.17976], [2.58950, -2.36244, 0.94562], [2.94089, -3.71622, 0.38015], [3.78025, -3.52180, -0.62903], [4.00111, -2.03446, -0.75654], [3.90962, -1.61780, 0.71656], [1.55384, 3.12684, 3.49877], [1.42208, 4.83388, 2.96760], [3.00341, 3.99155, 2.94790], [2.71140, 2.39083, -0.97750], [0.79432, 3.75846, -1.09888], [0.47047, 2.26334, -1.98054], [-0.74975, 1.48063, 0.18776], [-0.65795, 3.15838, 0.69688], [-1.77540, 3.76880, -1.54548], [-2.78832, 2.97830, -0.33747], [-1.44230, 1.48216, -2.63815], [-3.12400, 2.08536, -2.63708], [-2.64261, -2.56027, -0.91433], [-4.90046, -1.58825, -0.73075], [-5.13840, -0.29522, 1.57980], [-5.22949, -2.87315, 2.06662], [-2.76369, -3.84545, 1.83722], [-1.16216, -1.84834, 1.21248], [-2.78542, -0.52463, 2.81247], [-2.55563, 0.42748, 1.33481], [2.36869, -1.96815, -2.23763], [0.81792, -2.30626, -0.37004], [2.16250, -2.33815, 1.94413], [2.51784, -4.64097, 0.72625], [4.19918, -4.25037, -1.29787], [4.86883, -1.71207, -1.32478], [3.84548, -0.54448, 0.88603], [4.72338, -2.02883, 1.31190]],
  "nbo_charge": [-0.2613, -0.5062, 0.8066, -0.5985, -0.1469, -0.3889, -0.4200, -0.4012, -0.2293, -0.4804, 0.7357, -0.6094, -0.3133, -0.3087, 0.7136, -0.5721, -0.2539, -0.1942, -0.1814, -0.2587, -0.3783, -0.4870, 0.7281, -0.5804, -0.3076, -0.3173, 0.7739, -0.6101, -0.2434, -0.1848, -0.1933, -0.2502, -0.3997, 0.1994, 0.1967, 0.1960, 0.2705, 0.2158, 0.2143, 0.2215, 0.2178, 0.2071, 0.2183, 0.2229, 0.2270, 0.2447, 0.2467, 0.2367, 0.2194, 0.2174, 0.2509, 0.2276, 0.2074, 0.2498, 0.2553, 0.2330, 0.2155, 0.2185, 0.2360, 0.2296, 0.2224],
  "smiles": "COC(=O)[C@H](CCCCN1C(=O)[C@@H]2[C@H](C1=O)[C@H]1C=C[C@@H]2C1)N1C(=O)[C@@H]2[C@H](C1=O)[C@H]1C=C[C@@H]2C1",
  "energy_ev": -41646.5199,
  "homo_lumo_gap_ev": 10.115,
  "homo_energy_ev": -9.4,
  "e_above_lowest_kcal_mol": 4.33
}



[3]
{
  "formula": "C25H28N4O4",
  "method": "ωB97M-V/def2-TZVPD",
  "species": ["C", "C", "C", "C", "N", "C", "C", "C", "C", "C", "C", "C", "N", "O", "N", "C", "O", "C", "C", "C", "C", "C", "C", "C", "C", "C", "C", "C", "C", "C", "N", "O", "O", "H", "H", "H", "H", "H", "H", "H", "H", "H", "H", "H", "H", "H", "H", "H", "H", "H", "H", "H", "H", "H", "H", "H", "H", "H", "H", "H", "H"],
  "positions_angstrom": [[-5.23057, -0.22488, 0.63847], [-5.67931, -0.16199, -0.81685], [-4.91158, -1.09965, -1.75093], [-3.43608, -0.74489, -1.93217], [-2.65128, -1.24045, -0.82923], [-1.31694, -1.21684, -0.74350], [-0.51830, -0.64508, -1.75999], [0.84817, -0.63160, -1.68471], [1.52594, -1.18983, -0.59275], [3.02784, -1.06052, -0.47210], [3.71715, -2.36423, -0.07561], [5.23614, -2.42831, -0.24747], [5.86098, -1.32820, -0.70078], [5.83107, -3.45591, 0.00284], [3.25607, -0.00359, 0.50772], [3.83400, 1.17103, 0.18787], [4.59713, 1.28850, -0.75441], [3.38104, 2.33872, 1.05139], [1.97782, 2.60655, 0.56349], [1.83381, 3.34970, -0.58294], [0.58580, 3.53094, -1.18990], [-0.52415, 2.94524, -0.65283], [-0.42988, 2.18238, 0.52821], [-1.57606, 1.58528, 1.09284], [-1.49853, 0.84576, 2.23780], [-0.26141, 0.68818, 2.87838], [0.86736, 1.25882, 2.35843], [0.83276, 2.01103, 1.16152], [0.77390, -1.72588, 0.42519], [-0.62354, -1.75200, 0.37614], [-1.28482, -2.29589, 1.49823], [-0.61718, -2.63271, 2.45970], [-2.51102, -2.40354, 1.48063], [-5.89529, 0.37445, 1.25669], [-4.22302, 0.16233, 0.75818], [-5.25470, -1.24712, 1.00915], [-6.73695, -0.42931, -0.86980], [-5.58448, 0.86358, -1.18223], [-4.98614, -2.12523, -1.38351], [-5.38854, -1.06654, -2.73248], [-3.32309, 0.34382, -2.01800], [-3.07147, -1.19483, -2.86437], [-3.14309, -1.68018, -0.05609], [-1.00404, -0.20312, -2.61370], [1.41772, -0.17647, -2.48145], [3.42824, -0.70707, -1.42829], [3.30564, -3.18309, -0.66987], [3.51390, -2.59811, 0.97134], [5.43024, -0.42199, -0.83562], [6.86284, -1.38263, -0.78906], [2.62592, -0.02607, 1.29656], [4.02565, 3.19407, 0.85262], [3.42873, 2.09071, 2.10898], [2.70843, 3.79056, -1.03816], [0.51595, 4.12264, -2.09030], [-1.49156, 3.06014, -1.12025], [-2.52486, 1.74109, 0.59891], [-2.38019, 0.38998, 2.66359], [-0.20645, 0.11123, 3.78905], [1.79432, 1.15065, 2.90345], [1.23993, -2.14963, 1.30198]],
  "nbo_charge": [-0.6165, -0.3915, -0.4016, -0.2167, -0.5845, 0.2398, -0.2908, -0.1213, -0.0935, -0.0683, -0.4959, 0.6743, -0.8343, -0.6304, -0.6276, 0.7118, -0.6502, -0.5188, -0.0099, -0.1981, -0.2090, -0.1779, -0.0733, -0.1731, -0.2203, -0.2017, -0.2382, 0.0105, -0.1653, -0.0052, 0.5206, -0.3926, -0.4348, 0.2161, 0.2004, 0.2083, 0.2062, 0.1941, 0.2049, 0.2169, 0.1850, 0.1969, 0.4406, 0.2238, 0.2209, 0.2326, 0.2424, 0.2299, 0.4212, 0.4007, 0.4082, 0.2469, 0.2278, 0.2207, 0.2173, 0.2090, 0.2093, 0.2256, 0.2267, 0.2052, 0.2465],
  "smiles": "CCCCNc1ccc([C@H](CC(N)=O)NC(=O)Cc2cccc3ccccc23)cc1[N+](=O)[O-]",
  "energy_ev": -40529.6736,
  "homo_lumo_gap_ev": 7.699,
  "homo_energy_ev": -8.3,
  "e_above_lowest_kcal_mol": 94.62
}